# 1
Density functional theory data (ωB97M-V/def2-TZVPD) for C14H13F3GaN2O2S2 as an isolated structure in a non-equilibrium geometry.

CARTESIAN COORDINATES (ANGSTROEM)
Ga: 0.04992 1.03418 -0.14035
F: -5.11534 1.27901 0.56549
C: -4.59083 0.49541 1.51450
F: -5.52581 0.38450 2.47168
F: -4.47864 -0.73410 0.96761
C: -3.27683 0.96438 2.05294
C: -3.07884 1.11129 3.42781
C: -1.80204 1.43237 3.89420
C: -0.77078 1.53525 2.99478
N: -0.96053 1.39501 1.67167
C: -2.20482 1.14657 1.18866
S: -2.24527 1.07345 -0.53023
H: -3.89219 0.95498 4.11553
H: -1.62336 1.58014 4.94691
H: 0.25076 1.72809 3.29143
O: 0.75418 1.09508 -2.00671
N: 2.07508 0.93204 -2.07130
C: 2.58530 0.40741 -3.20678
C: 3.92778 0.20119 -3.35479
C: 4.78473 0.52441 -2.30002
C: 4.23822 1.01829 -1.12719
C: 2.87098 1.21799 -1.00160
S: 2.15882 1.82793 0.44559
H: 1.84616 0.17464 -3.95616
H: 4.30006 -0.21845 -4.27419
H: 5.84704 0.37637 -2.38824
H: 4.85197 1.24248 -0.27107
C: 0.45433 -3.23928 0.16448
C: 0.04611 -1.94486 -0.45241
C: -0.74258 -1.90024 -1.70398
O: 0.41766 -0.85473 0.11985
H: 0.13941 -4.08520 -0.43801
H: 0.02205 -3.32939 1.16203
H: 1.53880 -3.26316 0.28442
H: -0.85478 -2.87823 -2.15954
H: -0.26614 -1.20870 -2.40502
H: -1.73057 -1.47611 -1.49200

Forces on atoms 1 to 3 (eV/Å):
Ga 0.591 -2.009 -0.215
F 0.173 0.317 -0.019
C -0.571 -0.597 -0.304

Values from the calculation:
LUMO level (alpha / beta) in eV: -0.1 / -0.1
2S+1: 2
Relative energy (zero: lowest compared OMol25 entry of this formula, charge and spin) in kcal/mol: 0.0
Calculated total energy in eV: -104003.362
Expectation value of S²: 0.75
Kohn-Sham gap (alpha / beta) in Ha: 0.156 / 0.314

---

# 2
Density functional theory data (ωB97M-V/def2-TZVPD) for a 3-piece molecular cluster, C14H13FN3O6PS2 overall in a non-equilibrium geometry.

CARTESIAN COORDINATES (ANGSTROEM)
C: -2.27489 -1.48690 3.48387
C: -1.10433 -1.48719 3.66303
N: 0.27893 -1.53322 3.66168
P: 0.82510 -2.89422 2.62360
S: -0.41749 -3.44582 1.25865
S: 0.93287 -0.05534 3.16288
O: 2.07237 0.25435 3.93463
O: 1.17534 -0.03850 1.76394
F: -0.21124 0.97043 3.42102
H: -3.25388 -1.45490 3.06538
H: 1.14403 -3.95795 3.49016
H: 2.00655 -2.46147 1.98445
O: -2.20263 -0.98021 0.13296
N: -2.89699 -0.91037 -0.86095
O: -2.75366 -1.59350 -1.85224
C: -3.98679 0.07581 -0.86278
C: -4.15561 0.89870 0.23707
C: -5.16983 1.84266 0.22371
C: -6.00331 1.95163 -0.88133
C: -5.82771 1.11310 -1.97371
C: -4.81353 0.16863 -1.96783
H: -3.50741 0.81668 1.09803
H: -5.30875 2.49639 1.07418
H: -6.79153 2.69351 -0.89165
H: -6.47973 1.19802 -2.83239
H: -4.67700 -0.48067 -2.82040
O: 3.25486 0.76127 -4.47235
N: 4.36542 0.75179 -3.98362
O: 5.39862 0.80891 -4.61894
C: 4.46740 0.66178 -2.52068
C: 3.31170 0.55910 -1.76610
C: 3.41259 0.45232 -0.38732
C: 4.66208 0.45342 0.21832
C: 5.81308 0.56652 -0.55098
C: 5.71853 0.67089 -1.92920
H: 2.33876 0.55796 -2.23575
H: 2.51942 0.36522 0.21708
H: 4.73855 0.36513 1.29525
H: 6.78498 0.57008 -0.07589
H: 6.61512 0.75596 -2.52579

Forces on atoms 1 to 3 (eV/Å):
C -1.062 0.051 -0.449
C 1.405 -0.231 0.164
N -0.746 0.781 -0.104

Values from the calculation:
LUMO level in eV: -0.5
2S+1: 1
Calculated total energy in eV: -65151.913
Kohn-Sham gap in Ha: 0.321

---

# 3
Density functional theory data (ωB97M-V/def2-TZVPD) for an isolated molecule of C14H13FN4O2 in a non-equilibrium geometry.

CARTESIAN COORDINATES (ANGSTROEM)
C: -2.91702 4.88369 -1.81019
C: -2.45158 3.80254 -0.86954
O: -2.78433 3.90196 0.31335
N: -1.58460 2.77633 -1.28855
C: -1.19767 2.54563 -2.68757
C: -0.34440 1.30134 -2.49959
N: 0.33379 0.49604 -3.27178
N: 0.88022 -0.35856 -2.34736
C: 0.50340 -0.12132 -1.04906
N: 0.72326 -0.80799 0.09469
C: 1.43233 -2.01686 0.19496
O: 1.89917 -2.46296 -0.82912
C: 1.64002 -2.70656 1.44384
C: 0.79682 -2.44119 2.52414
C: 0.86507 -3.24072 3.67922
C: 1.78831 -4.27995 3.76836
F: 1.82227 -5.03186 4.89873
C: 2.69892 -4.50270 2.75017
C: 2.62631 -3.72395 1.56704
C: -0.23587 0.96415 -1.18397
C: -1.06762 1.81003 -0.29248
H: -3.43409 5.68158 -1.24746
H: -3.63318 4.49360 -2.55591
H: -2.05510 5.28048 -2.36681
H: -2.10636 2.35069 -3.25979
H: -0.62649 3.31961 -3.19313
H: 1.48588 -1.15764 -2.59916
H: 0.36665 -0.38679 0.93219
H: 0.00742 -1.67841 2.44019
H: 0.13501 -3.10239 4.45709
H: 3.40893 -5.26844 2.89737
H: 3.36820 -3.90874 0.78531
H: -1.89555 1.25052 0.15593
H: -0.44814 2.33888 0.44889

Forces on atoms 1 to 3 (eV/Å):
C -0.053 -0.134 -0.957
C 0.597 -0.447 1.396
O 0.439 -0.672 -0.797

Values from the calculation:
LUMO level in eV: -0.1
2S+1: 1
Relative energy (zero: lowest compared OMol25 entry of this formula, charge and spin) in kcal/mol: 0.0
Calculated total energy in eV: -27501.466
Kohn-Sham gap in Ha: 0.315

---

# 4
Density functional theory data (ωB97M-V/def2-TZVPD) for C14H13HfN3O2S2 as an isolated structure.

CARTESIAN COORDINATES (ANGSTROEM)
Hf: -1.66174 0.70879 0.79577
O: 1.40055 1.62818 2.99717
C: 0.31424 1.75336 2.50450
N: -0.69897 0.78378 2.55170
C: -0.17002 -0.58151 2.81780
C: 0.68240 -0.96105 1.62002
C: 1.91466 -1.55682 1.71222
C: 2.63439 -1.78425 0.54717
C: 2.10299 -1.40265 -0.67930
C: 0.87137 -0.79690 -0.70308
N: 0.16614 -0.56298 0.42613
C: 0.00843 2.93598 1.61872
C: 0.63861 4.14098 1.78348
C: 0.35327 5.16540 0.88902
C: -0.54119 4.94569 -0.15332
C: -1.13409 3.71410 -0.27567
N: -0.87125 2.71167 0.59494
H: -1.00472 -1.27287 2.94447
H: 0.40911 -0.60350 3.73506
H: 2.31293 -1.82376 2.68229
H: 3.61323 -2.24512 0.59534
H: 2.64425 -1.55943 -1.60145
H: 0.42138 -0.48776 -1.63797
H: 1.33564 4.26279 2.60139
H: 0.82688 6.13276 1.00186
H: -0.78275 5.72665 -0.86076
H: -1.84560 3.50693 -1.06278
C: -2.80979 -2.25814 -0.45042
O: -2.91718 -0.94000 0.18093
C: -4.25869 -0.37633 0.41195
S: -5.57813 -1.13970 0.03096
S: -4.03313 1.23682 1.05760
H: -1.75533 -2.51051 -0.40554
H: -3.16472 -2.18601 -1.47205
H: -3.40557 -2.96328 0.11543

Forces on atoms 1 to 3 (eV/Å):
Hf -0.408 0.097 -0.196
O 0.046 -0.011 0.153
C -0.063 -0.104 0.105

Values from the calculation:
LUMO level in eV: -7.9
Total charge: +2
2S+1: 1
Relative energy (zero: lowest compared OMol25 entry of this formula, charge and spin) in kcal/mol: 13.2
Calculated total energy in eV: -46258.068
Kohn-Sham gap in Ha: 0.280

---

# 5
Density functional theory data (ωB97M-V/def2-TZVPD) for an isolated molecule of C14H13N5O4 in a non-equilibrium geometry.

CARTESIAN COORDINATES (ANGSTROEM)
C: -2.71295 -0.05008 1.45296
C: -1.51777 -0.81280 0.97605
C: -1.58986 -2.25261 1.37891
N: -0.44712 -0.34942 0.32375
C: 0.85492 -0.54211 0.83907
C: 1.69930 0.55342 1.09195
C: 3.04800 0.38131 1.38435
C: 3.56609 -0.90837 1.61077
C: 2.68207 -1.99729 1.55326
C: 1.33022 -1.80280 1.24752
H: -3.58613 -0.68972 1.25956
H: -2.70198 0.14057 2.55009
H: -2.83689 0.91485 0.95917
H: -2.62990 -2.57232 1.52235
H: -1.21930 -2.88739 0.55718
H: -1.08607 -2.53538 2.32414
H: 1.25967 1.54126 1.04147
H: 3.69936 1.25237 1.44673
H: 4.64572 -1.03618 1.83133
H: 3.08815 -2.99482 1.76245
H: 0.69509 -2.66840 1.28708
O: -1.71195 -1.77293 -1.95585
N: -1.01927 -1.09906 -2.76293
C: -0.43659 0.13073 -2.31605
C: -0.75345 0.67824 -0.96394
C: -0.42355 2.05855 -1.09979
N: -0.55266 3.01987 -0.14378
O: -1.13906 3.00399 0.98456
O: 0.16523 4.16399 -0.52502
N: 0.73566 3.97597 -1.78693
C: 0.34076 2.69824 -2.14257
N: 0.67353 2.11800 -3.26899
C: 0.22463 0.85933 -3.38271
O: -0.80162 -1.46623 -3.95032
H: -1.91788 0.57466 -0.72926
H: 0.37562 0.37256 -4.35655

Forces on atoms 1 to 3 (eV/Å):
C -0.759 0.392 -1.441
C 1.144 -0.435 0.489
C 0.119 -1.082 0.238

Values from the calculation:
LUMO level in eV: -1.8
2S+1: 1
Relative energy (zero: lowest compared OMol25 entry of this formula, charge and spin) in kcal/mol: 256.1
Calculated total energy in eV: -30358.523
Kohn-Sham gap in Ha: 0.231

---

# 6
Density functional theory data (ωB97M-V/def2-TZVPD) for C14H14BBeF9N6O as an isolated structure in a non-equilibrium geometry.

CARTESIAN COORDINATES (ANGSTROEM)
H: 1.13733 0.33965 2.93207
N: 0.11964 -0.80323 1.50868
B: -1.15793 -2.44284 0.21059
N: -0.78314 -1.81865 1.59520
C: -1.06486 -2.10621 2.88719
Be: 0.74436 -0.01600 -1.11570
H: -1.75676 -2.89160 3.14558
C: -0.29423 -1.24382 3.67519
H: -0.24272 -1.18808 4.74265
C: 0.42721 -0.44848 2.75071
H: -1.73667 -3.48025 0.35478
C: 1.53211 0.37876 -2.32281
H: 2.44325 0.59257 -1.76227
H: 1.24401 1.33283 -2.76861
H: 1.76027 -0.39327 -3.06449
N: 0.23179 -2.59107 -0.53143
N: -1.98463 -1.38679 -0.56836
N: 1.06376 -1.48504 -0.85794
N: -1.36237 -0.27027 -1.08037
C: 0.93258 -3.71842 -0.66610
C: -3.29250 -1.35416 -0.88989
H: 0.43715 -4.65606 -0.43675
H: -3.94622 -2.18576 -0.64146
C: 2.23112 -3.40009 -1.07013
C: -3.53184 -0.17145 -1.59155
C: 2.28548 -2.02448 -1.16923
C: -2.31169 0.49832 -1.64561
H: 3.04369 -4.06391 -1.25952
H: -4.43866 0.18156 -2.04066
H: 3.11562 -1.35964 -1.42435
H: -1.99735 1.42265 -2.11055
H: -0.22440 0.14149 -2.00338
F: 2.37847 1.97408 1.86361
C: 1.88668 2.92761 1.03044
F: 1.65160 4.04725 1.75156
F: 2.85950 3.18884 0.12085
C: 0.58266 2.45340 0.33076
O: 0.80421 1.21742 -0.14811
C: -0.56962 2.49252 1.38463
F: -1.15513 3.71578 1.40291
F: -1.52537 1.57626 1.10714
F: -0.12769 2.24448 2.64656
C: 0.23810 3.46175 -0.79586
F: 0.35409 4.73926 -0.37815
F: 1.04053 3.30719 -1.87593
F: -1.04148 3.26588 -1.22189

Forces on atoms 1 to 3 (eV/Å):
H -0.022 -0.142 0.026
N -0.210 -0.344 0.806
B 0.904 0.823 1.130

Values from the calculation:
LUMO level in eV: -0.7
2S+1: 1
Calculated total energy in eV: -51268.193
Kohn-Sham gap in Ha: 0.286

---

What did the sixth record say?
Density functional theory data (ωB97M-V/def2-TZVPD) for C14H14BBeF9N6O as an isolated structure in a non-equilibrium geometry.

CARTESIAN COORDINATES (ANGSTROEM)
H: 1.13733 0.33965 2.93207
N: 0.11964 -0.80323 1.50868
B: -1.15793 -2.44284 0.21059
N: -0.78314 -1.81865 1.59520
C: -1.06486 -2.10621 2.88719
Be: 0.74436 -0.01600 -1.11570
H: -1.75676 -2.89160 3.14558
C: -0.29423 -1.24382 3.67519
H: -0.24272 -1.18808 4.74265
C: 0.42721 -0.44848 2.75071
H: -1.73667 -3.48025 0.35478
C: 1.53211 0.37876 -2.32281
H: 2.44325 0.59257 -1.76227
H: 1.24401 1.33283 -2.76861
H: 1.76027 -0.39327 -3.06449
N: 0.23179 -2.59107 -0.53143
N: -1.98463 -1.38679 -0.56836
N: 1.06376 -1.48504 -0.85794
N: -1.36237 -0.27027 -1.08037
C: 0.93258 -3.71842 -0.66610
C: -3.29250 -1.35416 -0.88989
H: 0.43715 -4.65606 -0.43675
H: -3.94622 -2.18576 -0.64146
C: 2.23112 -3.40009 -1.07013
C: -3.53184 -0.17145 -1.59155
C: 2.28548 -2.02448 -1.16923
C: -2.31169 0.49832 -1.64561
H: 3.04369 -4.06391 -1.25952
H: -4.43866 0.18156 -2.04066
H: 3.11562 -1.35964 -1.42435
H: -1.99735 1.42265 -2.11055
H: -0.22440 0.14149 -2.00338
F: 2.37847 1.97408 1.86361
C: 1.88668 2.92761 1.03044
F: 1.65160 4.04725 1.75156
F: 2.85950 3.18884 0.12085
C: 0.58266 2.45340 0.33076
O: 0.80421 1.21742 -0.14811
C: -0.56962 2.49252 1.38463
F: -1.15513 3.71578 1.40291
F: -1.52537 1.57626 1.10714
F: -0.12769 2.24448 2.64656
C: 0.23810 3.46175 -0.79586
F: 0.35409 4.73926 -0.37815
F: 1.04053 3.30719 -1.87593
F: -1.04148 3.26588 -1.22189

Forces on atoms 1 to 3 (eV/Å):
H -0.022 -0.142 0.026
N -0.210 -0.344 0.806
B 0.904 0.823 1.130

Values from the calculation:
LUMO level in eV: -0.7
2S+1: 1
Calculated total energy in eV: -51268.193
Kohn-Sham gap in Ha: 0.286

---

The lowest calculated total energy belongs to which entry?
C14H13F3GaN2O2S2